Entry from the OMol25 dataset: a structure of composition C15H12F5NO10STeTi (ωB97M-V/def2-TZVPD).

```
46
Properties=species:S:1:pos:R:3:forces:R:3
Ti -0.0316 0.4415 -0.1022 0.5 0.5 1.0
O -2.0859 -2.2995 -1.7292 0.4 -0.1 0.2
S -1.3667 -2.2799 -0.4232 -0.1 0.6 0.1
O -0.9870 -3.5635 0.0843 0.1 -0.1 -0.1
O -2.2496 -1.4755 0.4831 0.3 -0.5 -0.3
O -0.0904 -1.3952 -0.6587 -0.9 -0.6 0.1
O 2.2148 -0.0724 0.5711 0.0 -0.1 -0.3
C 3.0961 0.7508 0.4461 -0.1 0.4 0.1
C 2.9350 2.2046 0.3614 0.1 -0.3 -0.1
C 4.0859 2.9494 0.1757 0.0 0.0 -0.1
C 4.0183 4.3239 0.0917 0.4 0.2 -0.2
C 2.7872 4.9897 0.1886 -0.1 0.0 0.0
C 1.6412 4.2744 0.3842 0.1 0.0 0.0
C 1.6591 2.8480 0.4929 0.1 0.0 0.1
O 0.5916 2.2095 0.7328 0.0 0.2 -0.1
N 5.2396 5.0898 -0.0901 -0.3 -0.2 0.9
O 5.1600 6.3113 -0.0879 0.0 0.0 -0.3
O 6.3050 4.4901 -0.1277 0.0 0.0 -0.3
H 4.1491 0.4113 0.4095 0.0 0.0 0.0
H 5.0459 2.4551 0.0928 0.0 0.0 0.0
H 2.7656 6.0662 0.0975 0.0 0.0 0.0
H 0.6760 4.7582 0.4489 0.0 0.0 0.0
C -1.8956 1.1748 2.9132 -0.1 0.0 0.1
C -0.6577 0.3336 2.9017 0.1 0.0 -0.5
O -0.1915 -0.0769 1.7529 0.0 0.2 0.0
C 0.0166 -0.0384 4.0832 0.1 0.0 0.3
C -0.4523 0.3456 5.3712 0.0 0.0 -0.1
C 0.2240 -0.0225 6.5173 0.0 0.0 0.0
C 1.3912 -0.7847 6.4545 0.0 0.0 -0.1
C 1.8668 -1.1724 5.1944 0.0 0.0 0.1
C 1.2091 -0.8172 4.0394 -0.1 0.1 0.0
H -2.2341 1.3535 1.8965 0.0 0.0 0.0
H -1.7191 2.1388 3.4042 0.0 0.0 0.0
H -2.7087 0.6761 3.4526 0.0 0.0 0.0
H -1.3552 0.9380 5.4536 0.0 0.0 0.0
H -0.1635 0.2887 7.4825 0.0 0.0 0.0
H 1.9145 -1.0724 7.3583 0.0 0.0 0.0
H 2.7724 -1.7666 5.1248 0.0 0.0 0.0
H 1.5806 -1.1224 3.0703 0.0 0.0 0.0
F -3.6262 1.6243 -2.0818 0.1 0.2 0.1
Te -2.9787 -0.0131 -1.3997 0.4 1.5 -0.7
F 0.9764 0.9942 -1.5279 -0.1 -0.1 0.1
F -1.6189 0.1972 -2.7305 0.0 -0.2 -0.3
F -4.0401 -0.6299 -2.9101 -0.5 -0.4 0.3
F -4.2992 0.4366 -0.0366 -0.3 -0.4 0.0
O -1.6603 1.1160 -0.4091 -0.2 -0.9 -0.1
```
Forces are in eV/Å.

Output
2S+1: 3
HOMO (alpha / beta) (Ha): -0.028 / -0.148
Energy above the lowest of the compared OMol25 structures with the same formula, charge and spin (kcal per mole): 23.2
HOMO-LUMO gap (alpha / beta) (eV): 4.615 / 6.935
Net charge: -2



Entry from the OMol25 dataset: a cluster of 3 separate species, C4H12O2S2 in total (ωB97M-V/def2-TZVPD).

```
20
Properties=species:S:1:pos:R:3:forces:R:3
C -0.6739 0.1313 -0.7293 -0.3 0.6 -0.9
C -1.8902 -0.4308 -1.4807 0.1 -1.2 1.0
O -1.5731 -1.5046 -2.3601 0.1 0.3 -0.1
C 0.3729 -0.8325 -0.2161 -1.2 -1.1 0.6
S -0.3306 -2.0980 0.8256 0.3 0.8 0.3
S 0.5816 1.9660 1.3452 -0.4 -1.4 0.9
C 0.4121 0.6315 2.5559 1.2 2.5 0.1
H -1.1098 0.6455 0.1455 0.3 0.2 -0.5
H -0.1098 0.7686 -1.4193 -0.3 0.5 0.4
H -2.4593 0.3048 -2.0399 0.3 0.3 -0.1
H -2.5584 -0.8109 -0.7002 -0.2 0.0 -0.1
H -1.2823 -2.2262 -1.7946 0.0 -0.2 -0.1
H 1.0251 -1.2526 -0.9707 0.3 0.1 0.0
H 0.9924 -0.3674 0.5839 0.4 0.5 -0.8
H -0.1071 -0.2261 2.0700 -0.7 -0.7 0.2
H -0.0817 1.0756 3.4219 -0.6 -0.7 -0.2
H 1.4144 0.3568 2.8671 0.0 -0.5 -0.1
H 1.9161 1.2994 -0.1240 0.3 0.0 -0.1
H 3.0073 1.6471 -1.1370 0.2 0.1 -0.1
O 2.4543 0.9225 -0.8434 0.1 -0.1 -0.2
```
Forces are in eV/Å.

Output
HOMO (Ha): -0.325
Energy above the lowest of the compared OMol25 structures with the same formula, charge and spin (kcal per mole): 102.3
HOMO-LUMO gap (eV): 4.774



Entry from the OMol25 dataset: a structure of composition C17H14ClFeNO3S (ωB97M-V/def2-TZVPD).

```
38
Properties=species:S:1:pos:R:3:forces:R:3
C 1.3710 -0.2395 3.0068 0.1 0.7 -0.7
C 1.0068 1.1262 2.7559 1.2 0.0 -0.5
C 1.4487 1.4687 1.4147 0.4 -0.4 0.8
H 0.6458 1.8463 3.4842 -0.2 -0.3 -0.3
C 2.0423 0.2895 0.8539 0.3 0.3 1.3
C 2.0015 -0.7402 1.8375 0.7 0.8 0.1
H 2.5016 -1.7021 1.7580 -0.5 0.2 -0.1
H 1.2830 -0.7539 3.9611 -0.2 0.0 -0.3
H 1.4635 2.4642 0.9784 -0.3 -0.3 0.1
H 2.5676 0.2592 -0.0918 -0.3 -0.1 -0.1
Fe -0.4070 0.3145 1.2270 0.9 0.1 0.3
Cl -2.1322 1.2873 1.9619 -1.4 0.0 0.7
C -3.0351 3.7486 0.3947 0.8 1.2 0.0
C -2.1494 3.9285 -0.7100 -0.1 0.5 0.9
C -1.0713 4.7653 -0.2824 -0.7 -0.2 0.6
H -2.2863 3.5114 -1.7049 0.1 0.0 0.1
C -1.2943 5.1045 1.0922 -0.6 -0.5 -0.6
C -2.5046 4.4767 1.5101 0.1 0.1 -1.2
H -2.9464 4.5367 2.5012 0.1 -0.1 -0.1
H -3.9513 3.1677 0.3885 0.2 0.0 0.0
H -0.2385 5.1024 -0.8955 -0.1 -0.1 0.1
H -0.6628 5.7409 1.7087 0.0 -0.1 -0.1
O 0.2458 0.1442 -1.6670 -0.3 -2.1 0.1
C 0.0506 -1.0073 -1.2442 -0.4 1.5 1.6
N -0.4313 -1.2634 0.0360 0.0 -1.7 -0.9
S -0.4153 -2.8959 0.4871 0.4 2.5 -1.0
O 0.6463 -3.1767 1.4218 -0.6 -0.5 -0.2
O -1.7439 -3.3607 0.7788 0.2 -0.2 0.0
C 0.1372 -3.3844 -1.1278 0.3 -1.0 -0.5
C 0.4352 -4.6765 -1.5584 0.0 0.3 -0.5
C 0.9671 -4.8486 -2.8507 -0.2 0.5 0.5
C 1.1716 -3.7255 -3.6735 0.0 -0.3 0.2
C 0.8514 -2.4439 -3.2295 -0.1 0.1 0.5
C 0.3511 -2.2798 -1.9307 0.3 -0.7 -1.1
H 0.2431 -5.5085 -0.8906 0.1 -0.1 -0.1
H 1.2270 -5.8490 -3.2026 -0.1 0.3 0.1
H 1.6205 -3.8730 -4.6561 -0.2 0.1 0.2
H 0.9911 -1.5537 -3.8424 0.0 -0.3 0.1
```
Forces are in eV/Å.

Output
2S+1: 5
HOMO (alpha / beta) (Ha): 0.012 / 0.011
HOMO-LUMO gap (alpha / beta) (eV): 3.860 / 3.878
Net charge: -2



Entry from the OMol25 dataset: a structure of composition C12H24AsF6O6W (ωB97M-V/def2-TZVPD).

```
50
Properties=species:S:1:pos:R:3:forces:R:3
W 0.2077 -0.0851 -0.1058 -0.3 0.9 -0.2
C -2.1751 -0.9621 -1.7128 0.1 0.1 0.1
C -1.2989 -2.1733 -1.7720 0.0 0.0 0.1
O 0.0869 -1.7368 -1.4494 -0.2 -0.1 -0.2
C 0.9312 -2.9121 -1.1181 -0.1 0.1 0.0
C 0.7905 -3.0913 0.3748 0.1 0.0 -0.1
O 0.9382 -1.7217 0.9101 -0.2 -0.3 0.2
C 2.0284 -1.4049 1.8601 0.1 0.0 -0.1
C 3.0440 -0.5873 1.0817 0.0 0.0 0.0
O 2.2811 0.2316 0.1054 0.2 0.0 0.0
C 2.9614 0.3659 -1.1952 -0.1 0.0 0.0
C 2.2206 1.4488 -1.9082 -0.1 0.0 0.1
O 0.7679 1.0916 -1.8453 0.2 0.1 0.1
C -0.0465 2.2427 -2.3074 0.1 0.0 -0.1
C -0.4370 3.0527 -1.0970 -0.3 -0.2 0.1
O -0.9647 1.9990 -0.1939 0.6 -0.2 -0.1
C -2.2062 1.9627 0.3356 -0.2 -0.2 -0.7
C -2.9038 0.6619 -0.0191 0.0 0.3 -0.1
O -1.8991 -0.3242 -0.3970 -0.2 -0.3 -0.2
H -3.2300 -1.2316 -1.7651 0.0 -0.1 0.0
H -1.9340 -0.2287 -2.4857 -0.1 -0.1 0.0
H -1.2891 -2.6233 -2.7654 0.0 0.1 0.0
H -1.5969 -2.9097 -1.0245 0.0 0.0 -0.1
H 1.9421 -2.6603 -1.4322 0.0 0.0 0.0
H 0.5787 -3.7638 -1.6991 0.0 0.0 0.0
H 1.5643 -3.7262 0.8048 0.0 0.0 -0.1
H -0.1881 -3.4492 0.6920 0.0 0.0 0.0
H 2.4531 -2.3420 2.2169 0.0 0.1 0.1
H 1.5685 -0.8701 2.6863 0.0 0.0 0.0
H 3.7283 -1.2126 0.5083 0.0 0.0 0.0
H 3.5997 0.0980 1.7219 0.0 -0.1 0.0
H 2.8981 -0.5941 -1.7138 0.1 0.0 0.0
H 4.0075 0.6287 -1.0342 0.0 0.1 0.0
H 2.4967 1.5257 -2.9594 0.0 0.0 0.0
H 2.3398 2.4068 -1.4010 0.0 0.0 -0.1
H -0.8996 1.8316 -2.8436 0.0 0.0 0.1
H 0.5507 2.8296 -3.0062 0.0 0.0 0.0
H -1.2176 3.7829 -1.3110 0.0 0.0 0.0
H 0.3907 3.5156 -0.5656 0.0 0.1 0.0
H -2.7866 2.8877 0.2629 0.0 0.0 0.2
H -2.0718 1.9124 1.8043 -0.2 0.4 1.3
H -3.4996 0.9008 -0.9105 -0.1 -0.1 0.1
H -3.5575 0.2519 0.7502 0.1 0.0 0.0
F -0.1330 0.5073 1.6576 0.1 -0.1 0.2
As -1.6162 0.6456 4.1416 0.0 -0.3 0.5
F -0.3169 1.6648 4.3328 0.0 -0.1 -0.2
F -0.7836 -0.7076 4.6547 -0.1 0.2 0.0
F -2.7397 1.0346 5.2603 0.0 0.1 0.0
F -2.4407 -0.2511 2.9702 0.2 0.2 -0.1
F -2.1439 2.0884 2.9061 0.0 -0.2 -0.8
```
Forces are in eV/Å.

Output
2S+1: 4
HOMO (alpha / beta) (Ha): -0.839 / -0.920
Energy above the lowest of the compared OMol25 structures with the same formula, charge and spin (kcal per mole): 14.2
HOMO-LUMO gap (alpha / beta) (eV): 8.764 / 9.301
Net charge: +4



Entry from the OMol25 dataset: a structure of composition C9H16IMnN5O8P2 (ωB97M-V/def2-TZVPD).

```
42
Properties=species:S:1:pos:R:3:forces:R:3
Mn -0.5628 0.0900 0.2939 -0.1 -0.2 -0.3
C 3.8398 0.5269 2.5938 0.0 0.1 0.0
C 2.4957 0.4550 1.8747 0.1 0.0 0.2
O 1.4084 0.3856 2.8049 0.1 -0.1 0.0
P 2.1007 1.9791 0.9588 -0.4 -0.2 0.3
O 2.2300 3.2149 1.9352 0.0 -0.1 -0.1
O 3.2738 2.2249 -0.0314 0.1 -0.3 -0.4
O 0.7217 1.8384 0.3793 0.4 0.1 0.1
P 2.4577 -0.8977 0.5987 -0.2 0.4 0.0
O 3.3034 -2.0984 1.2242 -0.1 -0.2 0.1
O 3.1168 -0.3820 -0.6392 0.0 0.1 0.1
O 1.0041 -1.3283 0.5890 0.2 0.0 -0.1
H 3.8339 1.3511 3.3058 0.0 0.0 0.0
H 4.6648 0.6748 1.8950 0.0 0.0 0.0
H 4.0126 -0.4074 3.1267 0.0 0.0 0.0
H 1.2444 -0.5301 3.0610 0.0 0.0 -0.1
H 1.4295 3.3709 2.4520 0.0 0.0 0.0
H 3.4239 1.3459 -0.5044 0.0 0.3 0.1
H 4.1050 -2.2668 0.7151 0.0 0.0 0.0
C -1.0382 2.2490 -3.8357 0.0 0.1 -0.1
C -1.6724 1.7744 -2.5538 0.0 -0.1 0.2
O -0.7044 1.1309 -1.7045 0.1 0.1 -0.1
H -1.7932 2.6915 -4.4881 0.0 0.0 0.0
H -0.5667 1.4180 -4.3606 0.0 0.0 0.0
H -0.2818 3.0144 -3.6436 0.0 0.0 0.0
H -2.4387 1.0267 -2.7481 0.0 0.0 0.0
H -2.1400 2.5933 -2.0054 0.0 0.1 0.0
H 0.0385 1.7328 -1.5511 -0.1 0.1 0.0
I -4.0865 -4.2184 -2.9495 -0.1 -0.1 -0.1
C -2.5971 -3.2650 -1.9211 0.1 0.2 0.1
C -1.4731 -3.8276 -1.3604 0.1 0.0 0.0
N -0.7871 -2.8277 -0.7887 0.0 0.0 0.0
N -1.3912 -1.6417 -0.9424 -0.1 -0.3 0.0
C -2.4989 -1.8975 -1.6234 -0.1 0.1 0.0
H -1.1243 -4.8463 -1.3309 0.0 0.0 0.0
H 0.0894 -2.8258 -0.2798 0.0 0.0 0.0
H -3.1889 -1.1033 -1.8623 0.0 -0.1 0.0
N -6.3237 -0.4499 3.0805 0.1 0.0 0.0
C -5.1776 -0.2923 3.0979 0.2 0.0 -0.3
N -3.8759 -0.1097 3.2104 -0.2 0.0 0.5
C -2.9901 0.0049 2.3311 -0.2 0.0 -0.2
N -2.0816 0.1227 1.5964 0.0 0.1 0.1
```
Forces are in eV/Å.

Output
2S+1: 6
HOMO (alpha / beta) (Ha): -0.310 / -0.315
Energy above the lowest of the compared OMol25 structures with the same formula, charge and spin (kcal per mole): 0.0
HOMO-LUMO gap (alpha / beta) (eV): 8.532 / 8.661



Entry from the OMol25 dataset: a cluster of 5 separate species, C13H40N3O5 in total (ωB97M-V/def2-TZVPD).

```
61
Properties=species:S:1:pos:R:3:forces:R:3
O 14.4964 -47.3155 28.6027 -5.1 -9.7 1.5
H 13.6682 -47.3645 27.9573 0.5 0.4 1.7
H 14.8693 -46.5759 28.4229 4.4 9.1 -1.9
H 14.3688 -47.4384 29.6338 -0.5 0.7 -0.6
C 16.3914 -44.7149 30.1970 2.6 -1.0 1.3
C 16.3759 -44.4396 28.6766 -1.2 -2.2 -0.6
C 17.4400 -45.1864 27.8257 -2.7 -1.3 -0.8
O 17.2505 -46.6111 28.0415 2.3 0.5 -0.5
C 18.4052 -47.3447 27.5089 -3.2 -0.2 -3.8
N 15.0431 -44.7301 28.1799 3.6 -5.1 -3.3
H 15.7619 -44.0757 30.9328 1.2 -0.5 -1.7
H 17.5805 -44.6388 30.4120 -2.8 0.0 0.4
H 16.0864 -45.7939 30.4968 0.7 1.7 -1.1
H 16.5193 -43.4606 28.4032 1.0 2.8 0.2
H 18.2856 -44.7540 28.2088 3.0 0.2 1.0
H 17.5048 -44.9688 26.6832 -0.8 -0.1 1.7
H 19.3260 -47.0732 27.9046 1.6 1.1 0.7
H 18.3840 -47.1393 26.2291 0.4 -0.8 3.6
H 18.2926 -48.4299 27.7164 -0.4 0.8 -0.3
H 14.9922 -44.5027 27.1954 0.3 -0.6 -0.6
H 14.5020 -44.0900 28.4903 -5.1 5.2 3.5
C 14.1925 -49.5595 31.3723 2.3 1.6 -2.6
C 13.7043 -48.2627 32.1055 4.0 -1.9 1.0
C 14.3340 -48.1126 33.5640 3.3 -5.2 -3.8
O 15.6541 -47.6703 33.3012 0.7 1.3 1.3
C 16.3389 -47.4522 34.5604 1.8 -5.0 -2.0
N 14.1074 -47.0894 31.3557 4.2 -3.4 -1.2
H 15.3331 -49.6508 31.4704 -1.5 0.3 -0.3
H 13.9597 -49.4774 30.1709 0.4 -0.3 3.1
H 13.8380 -50.4921 31.7330 -0.8 -0.6 0.5
H 12.7213 -48.4352 32.1769 -4.0 0.3 0.3
H 14.5640 -49.0848 34.1192 -1.4 0.8 -0.7
H 13.9147 -47.4565 34.1554 -2.9 3.4 3.0
H 15.8794 -46.8963 35.2889 -1.2 2.4 1.1
H 17.3910 -47.2699 34.2734 -0.7 0.5 0.6
H 16.3211 -48.4977 35.0784 0.4 1.4 -0.7
H 15.0430 -46.8529 31.8202 -1.1 -0.5 -1.2
H 13.5997 -46.3897 31.6770 -3.4 4.4 1.2
C 11.2735 -44.9394 26.4927 0.1 4.5 0.2
C 11.5869 -46.5072 26.3828 -1.4 4.6 -0.2
C 12.6690 -46.9048 25.4241 -0.4 -1.0 1.9
O 13.9135 -46.5032 25.9329 0.9 -0.1 -0.1
C 15.0323 -46.9029 25.0865 -2.7 2.6 -1.7
N 11.8585 -46.9054 27.7298 -1.3 -5.0 0.4
H 10.9853 -44.2671 25.5645 0.6 -2.2 1.0
H 12.2028 -44.3674 26.8200 -0.9 -0.9 -0.1
H 10.4154 -44.4128 27.2339 2.0 -2.5 -1.4
H 10.6840 -46.7108 25.8415 -1.0 -1.7 0.3
H 12.3333 -46.5355 24.4972 0.5 0.9 -1.7
H 12.5503 -48.0057 25.3682 0.6 0.1 -0.1
H 15.9866 -46.7779 25.6084 -0.3 1.0 -0.3
H 14.7161 -46.2807 24.0314 2.0 -2.0 2.6
H 14.9496 -47.9458 25.0068 -0.2 -1.6 -1.0
H 11.6060 -47.9914 27.7417 1.4 2.6 -0.2
H 11.1291 -46.6561 28.3800 -0.1 1.2 0.1
C 11.3319 -50.4021 28.3059 4.3 -1.4 0.1
O 12.4226 -49.6156 27.6838 1.8 -3.1 -0.9
H 10.7694 -50.6707 27.5373 -2.6 -1.7 -3.5
H 10.7420 -49.6898 28.7373 -1.2 1.5 2.5
H 11.6318 -51.3936 28.7999 -0.2 2.0 0.1
H 13.0110 -50.2487 27.0866 -2.0 1.9 1.9
```
Forces are in eV/Å.

Output
HOMO (Ha): -0.461
HOMO-LUMO gap (eV): 10.599
Net charge: +1